Entry 1:
ORCA calculation (ωB97M-V/def2-TZVPD) on a molecular structure, C39H59AuN3O2S in a non-equilibrium geometry.

Geometry as XYZ:
```
105
Properties=species:S:1:pos:R:3:forces:R:3
Au 0.044366 0.388804 -0.454023 -1.99 0.21 0.70
C 2.294326 -0.526167 1.793639 0.09 0.11 0.17
N 1.504485 -1.277070 0.831070 0.21 -0.34 0.05
C 2.361145 -1.871186 -0.186998 0.14 -0.12 -0.09
C 0.681882 -2.275822 1.509283 -0.26 -0.13 -0.14
C -0.762751 -1.793060 1.668292 0.86 0.11 0.58
N -1.339919 -1.247363 0.439690 0.50 1.28 -0.72
C -2.579696 -0.534736 0.739916 -0.58 0.70 0.05
C -2.501129 0.523225 1.830555 0.77 0.30 -0.08
C -3.588602 0.629999 2.676012 -0.19 0.48 0.61
C -3.683983 1.612216 3.666986 0.20 -0.24 -0.40
C -2.638128 2.527197 3.765594 -0.35 -0.27 -0.15
C -1.549126 2.520561 2.921613 0.34 -0.50 -0.67
C -1.421119 1.455135 1.963804 -2.58 -0.11 0.97
O -0.302574 1.358436 1.333781 2.83 -0.67 -1.04
C -0.476584 3.598920 2.991566 0.21 0.12 -0.07
C -0.366003 4.276730 1.615066 -0.01 -0.08 0.07
C 0.882030 2.991254 3.376371 -0.13 0.05 -0.09
C -0.819603 4.689185 4.013599 0.04 -0.19 -0.19
C -4.901633 1.664477 4.568805 -0.24 -0.12 0.11
C -4.930974 0.398478 5.439368 -0.06 0.23 -0.08
C -6.172386 1.733682 3.706478 0.15 0.02 0.14
C -4.913498 2.883635 5.494493 0.05 -0.18 -0.17
C -1.502035 -2.293685 -0.577369 0.27 -0.48 -0.81
C -1.940883 -1.918404 -1.978396 0.31 0.64 -0.20
C -2.791667 -2.804838 -2.610734 -0.33 -0.05 -0.58
C -3.140316 -2.692911 -3.960015 0.14 0.22 0.36
C -2.795618 -1.498128 -4.593131 -0.13 -0.46 0.24
C -1.975490 -0.555001 -4.007830 0.40 0.24 0.81
C -1.364753 -0.859379 -2.742677 -2.06 -1.33 -0.23
O -0.296851 -0.217540 -2.388696 2.42 0.83 0.79
C -1.623374 0.736682 -4.732256 0.26 0.04 -0.05
C -1.700580 1.928208 -3.762627 0.01 -0.17 -0.07
C -2.598557 1.020641 -5.881153 0.16 -0.05 0.20
C -0.203584 0.601199 -5.305078 -0.13 0.11 0.10
C -3.752083 -3.875622 -4.689840 -0.06 -0.29 -0.04
C -2.669737 -4.973675 -4.737526 -0.21 0.11 -0.08
C -4.994010 -4.418615 -3.966713 0.17 0.14 -0.12
C -4.148181 -3.553072 -6.133458 0.06 0.00 0.26
H 3.007160 -1.173157 2.318706 0.01 -0.04 0.05
H 1.635275 -0.051245 2.517316 0.00 0.05 0.05
H 2.852392 0.249654 1.278504 0.08 0.04 0.06
H 3.109328 -2.543892 0.248562 0.05 -0.04 -0.01
H 2.875378 -1.084453 -0.736438 0.07 0.05 0.02
H 1.759752 -2.429071 -0.903134 -0.02 -0.03 -0.03
H 1.073295 -2.500341 2.512157 -0.07 0.00 -0.16
H 0.701201 -3.215213 0.949366 0.06 0.11 0.05
H -0.798586 -1.001439 2.419378 -0.03 -0.12 -0.08
H -1.368978 -2.633316 2.030467 -0.14 0.13 -0.16
H -3.344821 -1.266588 1.042646 0.16 0.07 -0.13
H -2.912898 -0.062421 -0.192151 -0.08 -0.26 -0.01
H -4.398206 -0.077828 2.574326 -0.09 -0.13 -0.07
H -2.694478 3.288161 4.519596 -0.02 0.17 0.13
H -0.032619 3.573830 0.857371 0.02 -0.02 -0.07
H 0.353822 5.091075 1.666525 0.09 0.14 -0.01
H -1.330211 4.682526 1.313253 -0.08 0.10 -0.01
H 1.211242 2.283433 2.623057 0.08 -0.02 0.01
H 0.810895 2.477852 4.332399 0.02 -0.04 0.16
H 1.630446 3.776169 3.458993 0.10 0.13 0.07
H -1.791253 5.132465 3.803220 -0.09 0.06 0.06
H -0.076359 5.480887 3.952970 0.10 0.05 0.00
H -0.806045 4.300994 5.029799 -0.08 0.00 0.12
H -4.942609 -0.502886 4.832821 -0.02 -0.13 -0.08
H -5.822172 0.404942 6.062678 -0.10 -0.07 0.12
H -4.055412 0.363538 6.084225 0.08 -0.03 0.08
H -6.318519 0.834291 3.115790 -0.02 -0.12 -0.09
H -6.121136 2.584312 3.029812 -0.04 0.08 -0.08
H -7.039926 1.857449 4.349600 -0.16 -0.01 0.04
H -4.090461 2.863952 6.202986 0.16 0.03 0.10
H -5.839363 2.889676 6.063659 -0.09 -0.01 0.09
H -4.870158 3.808338 4.926169 0.02 0.18 -0.06
H -2.225550 -3.031671 -0.197191 0.18 0.15 0.04
H -0.530340 -2.788500 -0.671702 -0.10 0.01 0.20
H -3.159104 -3.651486 -2.051277 -0.02 -0.18 0.12
H -3.178479 -1.309200 -5.580640 0.02 -0.01 -0.15
H -2.716114 2.034476 -3.385949 -0.09 0.09 0.06
H -1.431365 2.847347 -4.278958 -0.01 0.17 -0.14
H -1.033232 1.795171 -2.914830 0.02 0.01 0.07
H -3.627813 0.936585 -5.542549 -0.16 0.00 -0.02
H -2.441248 0.346034 -6.718305 -0.04 -0.09 -0.10
H -2.452024 2.033811 -6.244226 0.08 0.14 -0.08
H 0.518937 0.455516 -4.505954 0.09 0.00 0.05
H 0.058834 1.495322 -5.867776 0.08 0.12 -0.13
H -0.147390 -0.258568 -5.970957 0.02 -0.01 -0.09
H -2.336141 -5.256028 -3.741306 -0.02 -0.04 0.10
H -1.802601 -4.625086 -5.295952 0.09 0.01 -0.05
H -3.068153 -5.856096 -5.234594 0.01 -0.14 -0.05
H -4.749319 -4.863616 -3.005589 0.01 -0.01 0.13
H -5.460971 -5.187728 -4.578940 -0.04 -0.10 0.01
H -5.716508 -3.621682 -3.811309 -0.14 0.07 0.05
H -3.285048 -3.277565 -6.734231 0.09 0.11 -0.08
H -4.883881 -2.755410 -6.171044 -0.12 0.18 -0.06
H -4.594527 -4.434849 -6.586576 -0.03 -0.09 -0.05
S 2.104066 1.959427 -0.499685 -0.88 -1.02 0.45
C 2.557000 3.224740 -1.517953 -0.24 0.31 -0.67
N 1.834993 3.632981 -2.591075 0.19 -0.15 0.33
C 2.244453 4.634303 -3.405891 0.21 0.37 -0.25
C 3.424469 5.278768 -3.183809 -0.06 -0.13 0.12
C 4.206384 4.898989 -2.074463 -0.34 -0.02 -0.30
C 3.770507 3.902157 -1.254712 -0.23 -0.28 0.11
H 0.961490 3.150361 -2.784794 0.08 0.05 -0.01
H 1.596888 4.891865 -4.229752 -0.10 -0.11 0.01
H 3.756456 6.065416 -3.839489 -0.10 0.05 -0.12
H 5.144203 5.395799 -1.891057 0.13 0.06 0.11
H 4.320528 3.573899 -0.389846 0.18 0.03 0.09
```
Forces are in eV/Å.

- energy relative to the best compared isomer or geometry (same formula, charge and spin) (kJ/mol) = 71.52
- HOMO-LUMO gap (spin up / spin down) (eV) = 4.304 / 4.296
- charge = +1


Entry 2:
ORCA calculation (ωB97M-V/def2-TZVPD) on 12 unconnected molecules or ions with the total composition H24O12.

Geometry as XYZ:
```
36
Properties=species:S:1:pos:R:3:forces:R:3
O 12.449849 -17.878373 -11.588879 0.05 0.28 0.41
H 12.411739 -17.380852 -12.410209 -0.14 -0.21 -0.16
H 11.668611 -18.445639 -11.620871 -0.06 -0.02 -0.31
O 11.222320 -21.120044 -13.222677 -0.09 -0.10 -0.02
H 10.809896 -21.590357 -13.951743 0.03 0.02 -0.04
H 10.612013 -20.399146 -13.018471 0.02 0.09 0.13
O 9.632705 -19.019032 -11.705305 0.25 -0.23 0.03
H 9.598322 -18.882144 -10.747678 -0.12 0.09 -0.03
H 9.007770 -18.382073 -12.063327 0.10 0.16 -0.01
O 7.867458 -16.520554 -11.515374 -0.29 -0.10 0.28
H 6.979344 -16.853501 -11.693893 -0.02 0.03 -0.07
H 7.770379 -15.560257 -11.499435 0.21 0.05 -0.22
O 7.655113 -19.031355 -14.613171 0.01 0.01 -0.03
H 7.273251 -19.572669 -15.309227 0.00 -0.04 0.02
H 7.613833 -19.590226 -13.812703 0.10 -0.16 -0.32
O 8.207091 -16.337232 -14.617340 -0.06 0.00 -0.31
H 8.524316 -16.516796 -13.725635 0.08 0.20 0.03
H 7.884943 -17.195730 -14.935778 -0.06 0.15 0.33
O 10.344059 -15.152391 -12.233234 -0.21 0.08 0.28
H 10.513203 -15.933379 -11.693550 0.15 -0.12 -0.16
H 11.213056 -14.776565 -12.398099 0.01 0.00 -0.03
O 7.390489 -20.889528 -12.681580 -0.45 -0.23 0.05
H 7.526212 -21.834676 -12.569836 0.18 0.01 -0.10
H 6.590707 -20.687831 -12.173522 0.17 0.12 0.23
O 9.123758 -17.692784 -9.210083 -0.08 -0.01 0.13
H 9.909210 -17.166781 -9.025394 0.04 -0.04 0.04
H 8.563752 -17.122093 -9.764077 0.12 -0.08 -0.09
O 8.343020 -20.677407 -7.924935 0.02 0.04 -0.11
H 8.139814 -20.524875 -6.997668 -0.03 -0.01 0.01
H 8.902901 -19.933848 -8.176901 0.00 0.07 0.00
O 6.228158 -20.065141 -10.163955 -0.26 0.00 -0.32
H 6.847945 -19.397350 -9.854247 0.08 -0.11 0.13
H 6.650225 -20.899637 -9.932905 0.12 0.10 0.32
O 10.887204 -17.670188 -14.230165 0.18 -0.18 -0.02
H 10.038778 -17.743429 -14.684370 -0.02 0.16 0.02
H 11.491819 -17.342248 -14.901706 -0.04 0.00 -0.06
```
Forces are in eV/Å.

- energy relative to the best compared isomer or geometry (same formula, charge and spin) (kJ/mol) = 112.71
- structure (SMILES) = O.O.O.O.O.O.O.O.O.O.O.O
- HOMO-LUMO gap (eV) = 10.493
- charge = 0


Entry 3:
ORCA calculation (ωB97M-V/def2-TZVPD) on C21H21FN2O4S in the gas phase in a non-equilibrium geometry.

Geometry as XYZ:
```
50
Properties=species:S:1:pos:R:3:forces:R:3
O 1.994673 0.576073 -0.989190 -0.24 0.00 -0.04
C 2.820086 0.357206 -0.127725 -0.01 -0.22 0.17
C 2.446986 -0.455839 1.129469 -0.05 0.15 -0.29
N 1.116924 -0.968845 0.987535 -0.08 0.11 0.27
C -0.018838 -0.287249 1.296492 -0.33 0.10 0.13
C -1.115224 -1.000443 0.906542 -0.65 0.46 0.11
S -2.792286 -0.462731 1.037544 0.68 0.02 -0.19
O -2.849130 0.631507 1.968249 0.20 0.28 -0.10
O -3.648866 -1.593706 1.267797 0.10 -0.24 -0.27
C -3.150045 0.188133 -0.649059 0.23 -0.36 0.97
C -4.550597 0.669452 -0.593902 -0.56 0.16 -0.11
C -5.605317 -0.216802 -0.787479 0.06 0.00 -0.08
C -6.914836 0.205457 -0.646227 0.03 0.01 -0.02
C -7.197171 1.518341 -0.309580 0.10 0.18 0.07
C -6.138981 2.386123 -0.112732 0.00 -0.09 -0.07
F -6.399459 3.670601 0.213482 0.03 -0.10 -0.01
C -4.823380 1.985939 -0.242992 -0.14 0.08 -0.03
C -0.644835 -2.190977 0.283915 0.38 -0.19 -0.12
C -1.277675 -3.287205 -0.297033 0.10 -0.04 0.00
C -0.489887 -4.286001 -0.823962 -0.12 -0.06 -0.07
C 0.905041 -4.209967 -0.781236 0.11 -0.01 0.01
C 1.553335 -3.139997 -0.201387 0.11 0.04 0.01
C 0.768694 -2.127440 0.336816 -0.56 -0.44 -0.21
N 4.098631 0.777607 -0.215921 0.28 0.14 -0.20
C 5.127460 0.704309 0.797782 0.18 0.31 0.24
C 5.515877 2.132156 1.215383 0.00 -0.35 0.17
O 5.938262 2.887495 0.108687 0.15 0.04 0.01
C 4.924417 2.972325 -0.869370 -0.16 -0.19 -0.30
C 4.511898 1.580563 -1.354824 -0.05 0.38 -0.13
H 3.140136 -1.290728 1.259694 -0.04 0.12 0.11
H 2.486193 0.192030 2.010214 0.07 -0.15 -0.04
H 0.007401 0.659624 1.798970 0.06 0.22 0.08
H -3.005987 -0.646390 -1.328256 0.07 -0.06 -0.10
H -2.426599 0.976844 -0.829376 0.10 0.03 -0.05
H -5.393497 -1.244796 -1.036409 0.03 -0.12 -0.01
H -7.724359 -0.492523 -0.795271 -0.07 -0.06 -0.02
H -8.210168 1.869196 -0.193618 -0.09 0.06 0.01
H -4.027411 2.690429 -0.062120 0.08 0.11 0.04
H -2.354797 -3.342529 -0.307383 -0.12 -0.05 -0.02
H -0.951103 -5.148441 -1.281147 -0.06 -0.07 -0.03
H 1.487641 -5.011015 -1.211102 0.06 -0.05 -0.03
H 2.632089 -3.095988 -0.178195 0.11 0.00 -0.01
H 4.797868 0.141738 1.667561 0.01 -0.04 0.00
H 6.006324 0.212384 0.364163 -0.05 -0.02 0.12
H 6.354703 2.112592 1.912689 -0.09 -0.02 0.02
H 4.651845 2.616741 1.697120 0.06 -0.04 0.00
H 5.339573 3.559621 -1.688842 -0.10 -0.02 0.02
H 4.046239 3.491049 -0.456569 0.05 -0.02 -0.05
H 3.674797 1.642483 -2.050018 0.13 -0.01 0.03
H 5.363377 1.091596 -1.839177 -0.04 0.04 -0.01
```
Forces are in eV/Å.

- energy relative to the best compared isomer or geometry (same formula, charge and spin) (kJ/mol) = 87.96
- structure (SMILES) = O=C(Cn1cc(S(=O)(=O)Cc2cccc(F)c2)c2ccccc21)N1CCOCC1
- HOMO-LUMO gap (eV) = 8.784
- charge = 0


Entry 4:
ORCA calculation (ωB97M-V/def2-TZVPD) on a molecular structure, C26H34BaN7OP in a non-equilibrium geometry.

Geometry as XYZ:
```
70
Properties=species:S:1:pos:R:3:forces:R:3
Ba 0.513189 0.630038 -0.245716 0.44 0.44 -1.31
N 0.179409 -2.319386 -0.572719 0.42 0.06 -0.24
C 0.843592 -2.921454 -1.724285 -0.40 0.06 0.40
C 0.191364 -3.884901 -2.472515 0.02 -0.08 -0.08
C 0.826205 -4.459150 -3.566678 -0.09 -0.10 -0.02
C 2.120343 -4.092258 -3.896375 0.05 0.11 0.09
C 2.771536 -3.127863 -3.136994 0.07 -0.03 -0.17
C 2.139918 -2.523440 -2.055264 0.00 0.17 0.00
P 2.874732 -1.130683 -1.143002 0.44 -0.41 -0.17
C 3.187472 -1.826969 0.516854 0.07 0.01 0.22
C 3.045823 -3.181828 0.821891 0.05 -0.05 0.01
C 3.268569 -3.646776 2.114942 0.00 0.09 -0.08
C 3.635036 -2.761277 3.119386 0.01 -0.02 0.02
C 3.778855 -1.408870 2.833234 -0.02 0.03 -0.07
C 3.548941 -0.944727 1.543565 0.02 -0.06 -0.01
C 4.487013 -0.826154 -1.885608 0.20 -0.04 -0.05
C 4.586743 0.194639 -2.830177 0.07 0.03 -0.08
C 5.793400 0.445845 -3.470421 -0.05 -0.04 0.05
C 6.910408 -0.316070 -3.157004 0.04 0.02 0.00
C 6.824760 -1.328154 -2.206730 -0.01 0.06 -0.05
C 5.616806 -1.584403 -1.576956 0.03 -0.09 0.10
H -0.740596 -2.727261 -0.460630 -0.13 0.00 -0.11
H 0.690175 -2.580857 0.271110 0.01 0.01 -0.01
H -0.809073 -4.202868 -2.199683 0.02 0.02 -0.01
H 0.306034 -5.208935 -4.150639 0.03 0.05 0.03
H 2.623247 -4.544645 -4.741051 -0.03 0.01 0.04
H 3.777442 -2.826462 -3.404066 -0.03 -0.01 0.02
H 2.787180 -3.886746 0.038519 0.02 0.01 0.02
H 3.175952 -4.704451 2.329258 0.00 0.05 -0.01
H 3.830652 -3.127720 4.119824 -0.02 0.02 -0.04
H 4.093616 -0.720052 3.608252 -0.01 -0.03 -0.04
H 3.722476 0.106338 1.324456 -0.02 0.02 -0.03
H 3.720214 0.795570 -3.082548 -0.03 -0.01 0.02
H 5.860705 1.237118 -4.206300 0.00 -0.03 0.03
H 7.854394 -0.113344 -3.649057 -0.06 -0.03 0.03
H 7.700971 -1.915635 -1.960469 -0.06 0.02 0.00
H 5.559244 -2.374682 -0.836004 -0.03 0.02 -0.03
C -2.543016 2.355699 -0.836618 0.05 0.09 -0.05
N -3.511800 3.345812 -1.260622 0.28 0.09 -0.04
C -3.330162 3.588284 -2.702805 0.00 0.06 0.05
N -1.972325 4.055605 -3.014496 0.00 -0.07 0.29
C -1.027955 3.051511 -2.569354 -0.05 0.04 0.12
N -1.132525 2.773327 -1.099832 -0.12 0.06 -0.18
C -0.921885 4.072534 -0.391518 -0.08 -0.02 -0.05
N -1.865944 5.090831 -0.808675 -0.02 -0.28 -0.15
C -3.225858 4.600741 -0.543994 -0.01 0.03 -0.06
C -1.720272 5.293237 -2.259932 -0.07 0.00 0.03
H -2.730716 1.419336 -1.371909 -0.02 -0.03 -0.02
H -2.651815 2.181212 0.237831 0.00 0.01 0.03
H -4.047797 4.340900 -3.023958 0.00 0.03 0.00
H -3.531792 2.668345 -3.252242 0.02 -0.04 0.00
H -0.010925 3.387255 -2.781403 0.03 0.05 -0.02
H -1.207707 2.119656 -3.110946 -0.04 -0.04 -0.04
H 0.094686 4.413578 -0.595859 0.04 0.05 -0.02
H -1.026087 3.897857 0.682411 -0.02 0.01 0.04
H -3.943083 5.356411 -0.859375 -0.01 0.02 -0.02
H -3.347746 4.439291 0.527842 0.01 -0.02 0.03
H -0.712222 5.648004 -2.475196 0.03 -0.01 0.00
H -2.426961 6.055514 -2.582738 -0.03 0.00 0.00
C -1.486954 0.020673 5.173924 0.25 0.02 -0.05
N -0.781919 0.151501 3.896710 -0.25 -0.09 0.28
C -1.380920 0.099126 2.718660 0.61 0.25 -1.11
N -2.697848 -0.086160 2.645560 -0.16 -0.04 0.08
O -0.701099 0.251232 1.625662 -1.46 -0.48 2.45
H -0.751944 0.059848 5.971311 0.00 0.00 0.01
H -2.002895 -0.937118 5.241067 -0.02 0.00 -0.02
H -2.184642 0.845132 5.318915 -0.03 -0.01 -0.02
H 0.217605 0.248784 3.878643 0.07 0.04 0.05
H -3.277703 -0.194008 3.460112 0.01 -0.03 0.00
H -3.126596 -0.157338 1.740807 -0.03 0.03 -0.03
```
Forces are in eV/Å.

- energy relative to the best compared isomer or geometry (same formula, charge and spin) (kJ/mol) = 46.99
- HOMO-LUMO gap (eV) = 8.076
- charge = +2